No. 1
# C5H7FNO4P

A single C5H7FNO4P molecule (ωB97M-V/def2-TZVPD, the Open Molecules 2025 dataset).

The geometry in XYZ format:
```
19
Properties=species:S:1:pos:R:3:forces:R:3
N 0.760048 -2.644326 0.486086 0.0 0.4 0.1
P 1.488259 -1.348668 0.034616 -0.1 -0.4 0.1
C 1.050737 0.317310 0.705439 -0.1 0.0 -0.2
O 1.886665 1.249926 -0.017897 -0.2 0.0 0.2
C 1.165232 1.704943 -1.092030 0.4 -0.1 -0.3
O 1.591885 2.440357 -1.913784 -0.1 -0.2 0.1
O -0.079080 1.158214 -1.066250 -0.1 0.4 0.2
C -0.311828 0.881474 0.331702 0.2 0.2 0.0
C -1.597588 0.099732 0.590557 0.1 -0.1 0.0
C -2.357984 -0.173126 -0.685064 0.3 0.0 0.4
O -3.064436 0.571850 -1.252318 -0.4 0.4 -0.3
F -2.152123 -1.412299 -1.129096 0.1 -0.4 -0.2
H 0.031625 -2.554296 1.178617 0.0 -0.2 0.0
H 2.874068 -1.312373 0.268579 0.1 0.1 0.0
H 1.456284 -1.076771 -1.341547 0.0 0.0 -0.1
H 1.251761 0.359391 1.774680 0.1 0.1 0.0
H -0.357083 1.864100 0.812445 -0.2 -0.1 0.1
H -1.379525 -0.831049 1.108346 -0.1 0.0 -0.1
H -2.256921 0.705604 1.206927 0.0 0.0 0.0
```
Forces are in eV/Å.

Output
LUMO ... 0.3 eV
Orbital gap ... 0.3626 Eh
SMILES ... N=[PH2][C@H]1OC(=O)O[C@H]1CC(=O)F
DFT total energy ... -26983.7517 eV



No. 2
# C5H7FO

A single C5H7FO molecule at a distorted geometry (ωB97M-V/def2-TZVPD, the Open Molecules 2025 dataset).

The geometry in XYZ format:
```
14
Properties=species:S:1:pos:R:3:forces:R:3
C -0.197026 0.764922 0.371464 -1.4 -1.2 -0.5
C 1.190379 0.269427 0.495750 -0.9 0.8 -1.0
C -1.021376 0.553743 -0.891180 -0.2 0.1 4.0
C 2.059830 -0.188265 -0.383272 -1.1 1.5 2.3
C -1.316580 -0.284199 0.307175 -1.7 0.0 0.7
O -0.839082 -1.574009 0.221015 -0.4 -1.9 0.4
F 3.342748 -0.177848 -0.006947 0.6 -0.8 -0.6
H -0.490040 1.577796 1.022962 0.4 0.4 -0.3
H 1.542433 0.552265 1.419280 1.3 0.3 2.1
H -1.655221 1.258563 -1.243195 -2.1 2.5 -0.3
H -0.658801 0.102143 -1.695481 2.2 -2.4 -3.0
H 1.767358 -0.398604 -1.349919 0.4 -0.8 -2.1
H -2.332853 -0.354973 0.903941 2.1 1.3 -1.2
H -1.391766 -2.100959 0.828413 0.7 0.2 -0.6
```
Forces are in eV/Å.

Output
LUMO ... 0.8 eV
Orbital gap ... 0.3523 Eh
SMILES ... O[C@@H]1C[C@@H]1/C=C/F
DFT total energy ... -10060.3216 eV
Energy above the lowest of the compared OMol25 structures with the same formula, charge and spin ... 55.8 kcal/mol



Repeat the second record exactly.
# C5H7FO

A single C5H7FO molecule at a distorted geometry (ωB97M-V/def2-TZVPD, the Open Molecules 2025 dataset).

The geometry in XYZ format:
```
14
Properties=species:S:1:pos:R:3:forces:R:3
C -0.197026 0.764922 0.371464 -1.4 -1.2 -0.5
C 1.190379 0.269427 0.495750 -0.9 0.8 -1.0
C -1.021376 0.553743 -0.891180 -0.2 0.1 4.0
C 2.059830 -0.188265 -0.383272 -1.1 1.5 2.3
C -1.316580 -0.284199 0.307175 -1.7 0.0 0.7
O -0.839082 -1.574009 0.221015 -0.4 -1.9 0.4
F 3.342748 -0.177848 -0.006947 0.6 -0.8 -0.6
H -0.490040 1.577796 1.022962 0.4 0.4 -0.3
H 1.542433 0.552265 1.419280 1.3 0.3 2.1
H -1.655221 1.258563 -1.243195 -2.1 2.5 -0.3
H -0.658801 0.102143 -1.695481 2.2 -2.4 -3.0
H 1.767358 -0.398604 -1.349919 0.4 -0.8 -2.1
H -2.332853 -0.354973 0.903941 2.1 1.3 -1.2
H -1.391766 -2.100959 0.828413 0.7 0.2 -0.6
```
Forces are in eV/Å.

Output
LUMO ... 0.8 eV
Orbital gap ... 0.3523 Eh
SMILES ... O[C@@H]1C[C@@H]1/C=C/F
DFT total energy ... -10060.3216 eV
Energy above the lowest of the compared OMol25 structures with the same formula, charge and spin ... 55.8 kcal/mol



orbital gap of number 1 (C5H7FNO4P)?
0.3626 Eh



Copy entry 2 word for word.
# C5H7FO

A single C5H7FO molecule at a distorted geometry (ωB97M-V/def2-TZVPD, the Open Molecules 2025 dataset).

The geometry in XYZ format:
```
14
Properties=species:S:1:pos:R:3:forces:R:3
C -0.197026 0.764922 0.371464 -1.4 -1.2 -0.5
C 1.190379 0.269427 0.495750 -0.9 0.8 -1.0
C -1.021376 0.553743 -0.891180 -0.2 0.1 4.0
C 2.059830 -0.188265 -0.383272 -1.1 1.5 2.3
C -1.316580 -0.284199 0.307175 -1.7 0.0 0.7
O -0.839082 -1.574009 0.221015 -0.4 -1.9 0.4
F 3.342748 -0.177848 -0.006947 0.6 -0.8 -0.6
H -0.490040 1.577796 1.022962 0.4 0.4 -0.3
H 1.542433 0.552265 1.419280 1.3 0.3 2.1
H -1.655221 1.258563 -1.243195 -2.1 2.5 -0.3
H -0.658801 0.102143 -1.695481 2.2 -2.4 -3.0
H 1.767358 -0.398604 -1.349919 0.4 -0.8 -2.1
H -2.332853 -0.354973 0.903941 2.1 1.3 -1.2
H -1.391766 -2.100959 0.828413 0.7 0.2 -0.6
```
Forces are in eV/Å.

Output
LUMO ... 0.8 eV
Orbital gap ... 0.3523 Eh
SMILES ... O[C@@H]1C[C@@H]1/C=C/F
DFT total energy ... -10060.3216 eV
Energy above the lowest of the compared OMol25 structures with the same formula, charge and spin ... 55.8 kcal/mol